(1)
Here is a 3-piece molecular cluster, C13H26NO7P overall from the OMol25 dataset. Energies are from the ωB97M-V functional and the def2-TZVPD basis.

HOMO level: -9.43 eV
Structure (SMILES): C#CC[C@](OC=O)(ON=O)[PH2]=O.CCOCC.CCOCC
Net charge: 0
Gap between HOMO and LUMO: 9.22 eV
DFT total energy: -1433.502725 Eh
LUMO: -0.2 eV

XYZ file:
```
48
Properties=species:S:1:pos:R:3:forces:R:3:lowdin_charge:R:1
C 6.1147 1.4960 0.0557 0.02 -0.16 0.02 0.134
C 5.0986 1.1313 -0.4634 -0.24 0.79 0.26 -0.123
C 3.7308 0.9262 -0.9324 0.33 -0.81 -0.32 -0.146
C 2.6880 1.1946 0.1462 0.33 0.09 1.17 -0.572
O 2.3488 2.5405 0.3874 -0.14 -0.04 -0.53 -0.033
C 3.0693 3.5307 -0.2362 0.13 0.20 -0.06 -0.305
O 2.5346 4.3503 -0.9040 -0.17 0.15 0.06 0.140
O 3.1491 0.5725 1.3607 -0.34 -0.21 -0.09 -0.107
N 3.2537 1.4475 2.5017 -0.10 0.24 -0.01 0.018
O 3.2304 0.8241 3.4733 0.22 -0.11 0.01 0.105
P 1.0868 0.3050 -0.2488 -0.55 -0.41 -0.81 0.832
O 1.1554 -0.4641 -1.5129 0.14 0.00 -0.11 -0.416
H 6.9996 1.7966 0.5603 0.15 -0.06 -0.09 0.036
H 3.5302 1.4745 -1.8520 -0.12 0.15 0.03 0.142
H 3.6181 -0.1255 -1.2065 -0.13 -0.01 -0.07 0.122
H 4.1433 3.5209 -0.0316 0.08 -0.22 0.06 0.143
H 0.1139 1.3168 -0.2304 0.10 0.15 0.21 0.027
H 0.7800 -0.5067 0.8549 0.21 0.25 0.30 0.035
C -2.8933 4.9230 1.0519 0.00 -0.05 0.14 -0.078
C -2.7256 3.5221 0.4892 -0.04 0.09 -0.08 -0.281
O -2.0021 2.6460 1.3363 0.14 -0.11 -0.05 -0.182
C -2.5749 2.4013 2.6085 -0.04 -0.03 0.09 -0.282
C -3.9453 1.7477 2.5522 -0.03 0.07 -0.11 -0.079
H -1.9262 5.3336 1.3442 0.01 0.01 -0.05 0.083
H -3.3390 5.5756 0.3011 0.01 0.00 -0.02 0.077
H -3.5419 4.9362 1.9291 -0.04 0.01 -0.03 0.066
H -2.1479 3.5681 -0.4342 0.04 -0.04 0.02 0.117
H -3.6998 3.0909 0.2325 -0.01 0.01 0.03 0.108
H -2.6131 3.3251 3.1965 -0.03 0.01 -0.01 0.108
H -1.8745 1.7355 3.1136 0.04 0.01 -0.04 0.116
H -4.6994 2.4164 2.1348 -0.01 0.01 0.04 0.067
H -4.2685 1.4703 3.5558 0.02 -0.01 0.01 0.077
H -3.9150 0.8507 1.9324 0.02 -0.03 0.03 0.082
C -1.1199 -3.0314 -1.7803 -0.13 -0.10 0.01 -0.086
C 0.1549 -3.8541 -1.8095 0.05 0.10 -0.05 -0.280
O 0.1721 -4.9262 -0.8797 0.06 0.00 0.05 -0.162
C -0.8317 -5.9067 -1.0539 -0.06 -0.07 0.01 -0.288
C -0.7681 -6.6260 -2.3914 0.04 0.10 -0.06 -0.083
H -1.3329 -2.7002 -0.7622 0.03 0.04 0.00 0.078
H -1.0073 -2.1548 -2.4170 0.05 0.02 0.03 0.069
H -1.9846 -3.5972 -2.1331 0.01 0.01 -0.03 0.065
H 0.9966 -3.2188 -1.5367 0.01 -0.02 0.03 0.104
H 0.3506 -4.2218 -2.8233 -0.04 -0.01 0.00 0.109
H -1.8266 -5.4717 -0.9012 0.00 0.00 -0.04 0.106
H -0.6740 -6.6235 -0.2474 0.03 0.03 0.02 0.116
H -1.0104 -5.9626 -3.2228 -0.04 -0.01 0.00 0.065
H -1.4813 -7.4509 -2.4073 0.00 -0.01 0.02 0.074
H 0.2331 -7.0234 -2.5623 0.00 -0.04 0.03 0.081
```
Positions in Å, forces in eV/Å.

(2)
Here is an isolated ion of composition C4H5N2O2 and charge +1 from the OMol25 dataset. Energies are from the ωB97M-V functional and the def2-TZVPD basis.

Spin multiplicity: 3
HOMO level (spin up / spin down): -11.18 / -16.27 eV
Net charge: +1
ΔE to the lowest compared entry with this formula, charge and spin: 62.22 kcal per mole
Gap between HOMO and LUMO (spin up / spin down): 6.91 / 7.89 eV
DFT total energy: -414.869096 Eh
Expectation value of S²: 2.0125
LUMO (spin up / spin down): -4.3 / -8.4 eV

XYZ file:
```
13
Properties=species:S:1:pos:R:3:forces:R:3:lowdin_charge:R:1
C 0.1001 1.2103 0.1305 -1.28 3.66 1.48 -0.377
C 0.9575 -0.9408 -0.1100 -3.35 -0.19 0.13 -0.369
C -0.4350 2.5574 0.3605 -0.91 1.58 1.09 0.085
C -0.0831 -2.8598 -1.1224 -1.88 -4.94 -1.79 -0.002
N -0.1566 1.4538 1.3667 -0.15 -0.32 -0.31 0.218
N 0.0737 -1.8256 -0.4530 1.53 3.14 0.65 0.177
O 1.7384 -0.8344 0.7240 2.90 0.50 1.44 0.314
O 0.3920 0.4086 -0.7239 1.55 -1.42 -1.68 0.226
H -1.5482 2.7798 0.1215 2.11 -0.47 0.22 0.161
H 0.2196 3.4327 0.6678 -0.89 -1.06 -1.20 0.147
H -1.0801 -3.3212 -1.0660 0.23 -0.14 -0.30 0.121
H 0.5216 -3.0983 -1.9946 0.14 0.08 -0.16 0.128
H -0.7002 1.0375 2.0990 0.00 -0.41 0.44 0.171
```
Positions in Å, forces in eV/Å.